1.
20
Properties=species:S:1:pos:R:3:forces:R:3:lowdin_spin:R:1 method="wB97M-V/def2-TZVPD" s2=2.015 orbital_gap_ev="4.78 / 4.33" e_homo_ev="-1.69 / -4.95" spin_multiplicity=3 total_charge=-1
S -3.3329 0.7593 0.4324 0.186 -1.013 -1.011 0.4678
Si 2.0031 -1.4301 0.1718 2.084 3.026 -0.773 0.1099
O -3.1950 1.4603 1.7124 0.225 0.871 1.703 0.2486
O -4.4415 1.2483 -0.4123 -0.866 0.335 -0.684 0.2524
O 1.3861 -2.7242 0.7307 -1.510 -2.567 1.429 0.6115
C 1.0248 1.0030 -1.1146 0.356 0.371 0.639 0.0287
C 0.6384 -0.0933 -0.0596 -2.217 0.094 -3.105 0.1636
C -0.6029 -0.8987 -0.6944 2.672 0.492 0.486 0.0179
C 0.0564 0.5177 1.1598 0.361 0.741 1.880 0.0214
H 1.6556 0.6279 -1.9896 -0.947 0.690 1.160 0.0012
H 3.1564 -0.8613 0.9113 -0.186 0.188 0.768 0.0232
H 0.4360 1.5868 1.2682 -1.043 -1.161 0.002 0.0016
H 1.4651 1.8849 -0.5648 0.293 -0.980 -0.799 0.0004
H 0.0382 1.4304 -1.4213 0.682 -0.533 -0.275 0.0132
H -1.4079 -0.2081 -0.8657 -0.249 0.125 -0.252 0.0118
H -0.2543 -1.4522 -1.5421 -0.181 -0.319 -0.835 0.0000
H 0.5157 -0.0168 1.9995 -0.397 0.203 0.463 0.0072
H -1.0724 0.3585 1.2316 1.714 0.837 0.012 0.0075
H 2.7291 -1.6207 -1.0437 0.075 -0.291 -1.479 0.0087
H -0.7979 -1.5719 0.0904 -1.051 -1.107 0.670 0.0036

=====

2.
7
Properties=species:S:1:pos:R:3:forces:R:3:lowdin_spin:R:1 method="wB97M-V/def2-TZVPD" s2=2.015 orbital_gap_ev="5.50 / 9.05" relative_energy_kcal_mol=42.6 e_homo_ev="-6.32 / -11.31" spin_multiplicity=3
P 2.9580 -0.2232 0.2756 1.517 0.522 0.914 0.2920
Si -0.5059 -0.4773 0.0868 -0.281 1.330 0.167 0.6414
N 2.0311 -0.3205 -0.9122 -0.367 -0.376 -0.813 0.7132
H 2.3184 -0.6746 1.5112 -0.369 -0.178 -0.385 0.1450
H -1.2877 0.2141 -0.9229 -0.304 -0.320 -0.501 0.0680
H -0.5524 -1.9237 0.2278 -0.217 -0.181 0.325 0.0754
H -0.3990 0.5705 1.1472 0.021 -0.798 0.293 0.0649

=====

3.
102
Properties=species:S:1:pos:R:3:forces:R:3:mulliken_charge:R:1 method="wB97M-V/def2-TZVPD" orbital_gap_ev=10.47 e_homo_ev=-10.22
Cl 2.5384 2.5187 0.7117 -0.633 0.090 0.189 -0.3046
S -0.4936 3.7943 1.9390 0.965 2.540 -0.082 0.5709
O -0.0977 7.6886 6.3986 0.115 0.152 -0.054 -0.5328
O 3.7791 -2.2816 -5.8824 0.026 0.029 -0.001 -0.3415
O -5.5108 6.0791 -2.5392 -0.085 0.175 -0.027 -0.5361
O 8.0628 -0.2333 0.3281 0.046 -0.004 -0.019 -0.3366
O -0.7591 -4.3078 -1.8526 -0.041 0.446 0.261 -0.2937
O 0.1531 -4.8684 0.0319 0.004 -0.024 -0.012 -0.2406
O -0.9676 -2.9169 -0.0861 -0.080 0.280 0.148 -0.5540
O 6.1766 0.2432 -0.6023 -0.020 -0.045 -0.100 -0.3352
O 2.5490 -4.0298 -6.1629 -0.009 0.019 -0.016 -0.3332
O 6.2214 -0.0997 1.6282 -0.086 -0.034 0.174 -0.5491
O 0.1272 4.8967 2.6824 -0.925 -1.444 -0.905 -0.5787
O -0.9592 6.8247 8.2988 -0.009 -0.011 0.087 -0.3314
O -4.2625 4.6422 -1.3250 0.048 -0.058 0.076 -0.1810
O 1.9190 -8.6637 -3.2672 0.064 -0.150 0.050 -0.5464
O 1.6425 -2.2253 -5.1522 -0.150 0.116 0.104 -0.5475
O 0.4555 2.4749 2.3093 -0.794 -0.139 0.472 -0.2983
O -5.0909 3.9602 -3.1959 0.008 -0.060 -0.015 -0.3135
O 0.4490 -6.9588 -3.4721 -0.108 0.045 -0.014 -0.2145
O 1.5867 -7.5365 -5.1991 0.081 -0.326 -0.046 -0.2365
O -1.9650 3.6236 2.6554 1.554 -0.989 0.408 -0.2429
O -1.6267 6.0278 6.4093 -0.096 -0.011 0.019 -0.3079
C 8.8203 -0.5432 1.4976 0.255 -0.062 0.149 -0.6286
C 6.7650 -0.0356 0.5593 0.097 0.020 -0.220 0.7504
C 2.5629 -2.7901 -5.6807 0.202 -0.202 -0.109 0.8230
C -4.8195 0.5025 3.1031 1.058 0.870 -0.110 -1.7790
C -1.5812 6.0153 4.9755 -0.111 0.021 -0.115 -0.5211
C -5.0061 5.0038 -2.3707 0.103 -0.204 0.039 0.7056
C 3.9381 -0.9451 -5.4075 0.159 0.246 0.035 -0.5783
C 1.0014 0.2908 1.2876 0.379 -0.261 0.747 0.0358
C 2.5714 -8.3634 -5.8218 0.156 -0.098 -0.191 -0.7255
C 0.1041 -7.0950 -2.0901 -0.285 -0.254 0.309 -0.5658
C -0.1452 7.7364 9.0339 0.096 0.108 0.238 -0.6299
C 0.4532 -0.3272 2.5999 -0.073 -0.093 -0.141 -1.2102
C -4.0857 5.6717 -0.3500 0.129 0.135 0.289 -0.4825
C -4.1431 0.6262 1.7250 -0.350 -0.832 -0.528 0.7942
C -2.4196 2.2629 2.8077 -0.941 -0.628 -0.231 -0.1239
C -3.1775 1.8191 1.5491 0.005 -0.102 0.052 -0.4591
C 1.2936 -4.7011 -6.0119 -0.321 0.113 -0.117 -0.3198
C -1.5209 -3.3676 -2.6178 -0.156 0.126 -0.352 -0.7522
C 0.4330 -4.5809 1.4039 0.123 -0.055 0.293 -0.6267
C 1.3699 -7.8130 -3.9102 -0.094 0.274 0.001 0.7159
C -0.8217 6.9230 6.9736 -0.175 -0.199 0.009 0.7515
C -0.5644 -3.9312 -0.5851 0.091 -0.120 -0.216 0.7295
C -5.8658 4.2096 -4.3691 -0.126 -0.075 -0.266 -0.6499
C 0.9124 1.8230 1.1577 0.022 -0.345 -0.784 0.1916
C -3.4656 -0.7118 1.2955 0.154 0.364 0.117 -0.9588
C 4.7716 0.4836 -0.4955 -0.123 0.036 -0.146 -0.6082
H 9.8502 -0.6798 1.1788 -0.064 0.035 -0.158 0.2160
H -0.3173 -8.0808 -1.8909 0.200 -0.076 -0.077 0.3697
H -5.6687 -0.1772 3.0899 0.083 0.007 0.029 0.4363
H -4.0632 0.1814 3.8317 -0.319 -0.242 0.019 0.3810
H 0.2859 2.0679 0.2945 0.038 0.181 0.198 0.3169
H -5.4238 5.0106 -4.9592 -0.062 0.072 0.079 0.2946
H -0.4034 8.7660 8.7908 0.083 -0.016 -0.092 0.2894
H 0.0520 0.3905 3.3169 0.205 0.078 -0.188 0.3524
H -3.8346 -1.0485 0.3231 -0.041 -0.066 0.173 0.2560
H 3.2545 -0.2701 -5.9200 -0.080 -0.039 0.087 0.2942
H -2.2753 5.2497 4.6417 -0.013 -0.038 0.190 0.1237
H -2.4309 1.5116 0.8032 -0.105 0.195 0.009 0.2866
H -3.4677 5.2571 0.4432 -0.005 -0.159 -0.100 -0.0347
H -0.6430 -6.3395 -1.8775 0.173 -0.243 -0.240 0.0973
H 1.4024 -5.6862 -6.4355 0.203 -0.019 -0.076 0.1342
H 8.7753 0.2755 2.2139 -0.107 -0.055 0.033 0.2958
H 3.5377 -8.2442 -5.3349 -0.045 -0.078 0.079 0.3344
H -3.7049 2.6631 1.0930 0.011 0.075 0.362 0.0296
H -0.3549 -1.0286 2.3705 0.190 -0.019 0.084 0.1139
H 2.2640 -9.4076 -5.8051 0.046 0.002 0.111 0.3121
H 2.6525 -8.0341 -6.8550 -0.113 0.111 0.050 0.2312
H 1.2603 -0.8591 3.1079 -0.201 -0.043 0.009 0.4055
H 4.5705 1.3407 0.1385 0.192 -0.221 0.051 0.2260
H 0.5101 -4.1703 -6.5534 0.027 0.127 0.125 0.3325
H -3.6168 -1.5025 2.0346 -0.026 0.000 -0.140 0.3629
H -5.8581 3.2928 -4.9525 0.099 -0.059 0.130 0.2183
H -1.0088 -2.4088 -2.6685 -0.027 -0.006 0.086 0.3127
H -3.5738 6.5300 -0.7816 -0.120 0.026 -0.054 0.3517
H -6.8934 4.4558 -4.1067 0.048 0.114 0.016 0.2972
H -0.4897 -4.5002 1.9762 -0.002 0.113 -0.050 0.2879
H 1.0174 -5.4129 1.7871 -0.016 -0.061 -0.166 0.2215
H -4.9520 0.7753 0.9989 0.115 0.179 0.124 0.3404
H 2.0585 0.0249 1.2159 -0.121 0.071 -0.008 -0.0489
H -1.8965 6.9789 4.5755 0.116 0.030 0.040 0.3202
H -2.3860 -0.5761 1.1609 -0.110 -0.132 0.160 -0.0301
H 1.0163 -3.6657 1.4938 -0.106 0.051 -0.016 0.2567
H -0.5887 5.7650 4.6220 0.054 0.109 0.030 0.3363
H 4.9603 -0.6510 -5.6295 0.012 -0.159 -0.059 0.2239
H 0.9105 7.5553 8.8373 -0.019 0.078 -0.097 0.2939
H 8.4640 -1.4653 1.9542 -0.082 0.076 0.052 0.2915
H -1.6082 1.5538 2.9939 0.102 0.426 0.059 -0.0913
H -3.0299 2.2576 3.7134 -0.084 0.176 -0.239 0.5390
H -1.6057 -3.7761 -3.6211 0.116 -0.127 0.062 0.2094
H -0.3455 7.5593 10.0874 -0.107 -0.118 -0.059 0.2169
H -2.5176 -3.2469 -2.1963 0.067 0.060 0.091 0.3511
H 0.5226 -0.2072 0.4407 -0.085 0.386 -0.047 0.3578
H 4.2600 -0.3997 -0.1125 0.028 0.055 0.121 0.2884
H 4.4048 0.6951 -1.4970 0.185 -0.014 -0.055 0.3841
H 3.7805 -0.8975 -4.3309 -0.113 0.005 -0.029 0.2443
H 0.9706 -6.9191 -1.4579 0.052 -0.086 -0.040 0.3101
H -5.1195 1.5054 3.4311 -0.380 -0.256 0.012 0.3661
H 1.0329 -4.7974 -4.9603 -0.032 0.052 -0.010 0.0746
H -5.0434 5.9742 0.0708 -0.010 0.067 -0.114 0.3263

=====

4.
13
Properties=species:S:1:pos:R:3:forces:R:3:mulliken_charge:R:1 method="wB97M-V/def2-TZVPD" orbital_gap_ev=7.82 relative_energy_kcal_mol=106.4 e_homo_ev=-9.06
O 3.1980 -0.7641 -0.2528 0.005 4.312 0.946 -0.3042
N -0.6981 -1.2726 -0.0935 1.496 -1.180 0.938 -0.5058
N -2.7753 -0.4181 -0.1233 0.822 2.063 1.164 -0.7452
N -0.9438 1.0696 -0.2700 1.191 4.898 2.337 -0.2012
N 2.7337 0.4121 0.0081 -0.977 -5.732 -1.014 -0.1905
C -1.4996 -0.1759 -0.1054 -4.285 -1.286 -1.016 0.3731
C 0.5503 -1.1552 -0.0022 4.341 -0.366 0.706 0.1407
C 0.4433 1.1864 -0.0319 -1.024 4.355 0.430 0.0860
C 1.2983 0.1952 0.0020 -0.417 -2.392 -0.030 0.1113
H 1.2491 -2.0608 0.2324 -1.610 1.448 -0.847 0.3223
H 0.8620 2.2429 0.2289 -1.092 -1.762 -0.992 0.2666
H -2.9750 -1.3319 0.2920 0.422 0.014 -0.936 0.2764
H -1.4429 2.0725 0.1158 1.126 -4.371 -1.686 0.3704

=====

5.
126
Properties=species:S:1:pos:R:3:forces:R:3:mulliken_charge:R:1 method="wB97M-V/def2-TZVPD" orbital_gap_ev=8.97 relative_energy_kcal_mol=62.1 e_homo_ev=-9.13
S -6.2223 0.1094 6.4925 -0.496 -1.165 -2.754 0.4802
O 1.5826 0.2176 8.1612 1.888 -2.190 -0.486 -0.5251
O 2.3279 -2.0324 8.3503 -0.103 1.829 -0.733 -0.3523
O 5.0435 4.3419 1.6943 0.174 0.453 -0.687 -0.5251
O 0.6046 0.7297 -0.7693 1.575 -0.164 0.281 -0.3271
O 9.1427 -1.1989 -3.0905 2.427 1.729 -1.338 -0.3273
O -1.4245 11.3859 -1.0781 1.386 1.011 0.104 -0.3103
O -1.7540 -5.2302 -4.0510 0.292 -1.463 0.142 -0.3049
O 8.1107 -0.0896 -1.5392 -0.031 0.766 1.143 -0.3359
O 4.7336 1.7622 -7.2266 -1.014 -2.446 -1.471 -0.3520
O -1.3335 1.5596 -0.1733 0.589 2.108 -0.977 -0.3057
O -8.5379 4.5105 2.0816 -2.428 1.379 2.121 -0.3159
O 6.2873 3.0408 -6.5998 2.058 3.040 2.687 -0.3454
O -1.2556 -3.2304 -4.6896 -0.182 1.550 -1.289 -0.3409
O 0.5202 12.4410 -0.5076 -2.381 -2.385 0.666 -0.5444
O 1.7805 -1.1199 6.4177 -0.947 -0.157 -3.302 -0.3024
O 6.5452 2.1858 -8.5701 0.097 -1.309 -0.820 -0.5246
O -6.8763 5.7196 2.8899 0.267 -1.963 -1.005 -0.5554
O -3.3847 -3.6460 -4.0593 2.296 -1.181 -0.886 -0.5555
O 0.0466 2.7935 -1.5541 -0.842 -3.891 2.608 -0.6121
O -6.5819 3.8717 1.5042 2.708 0.983 1.150 -0.3211
O 7.0733 5.3581 1.2940 -0.417 -0.647 0.320 -0.3279
O 6.8367 3.6618 2.7555 -1.326 0.174 0.306 -0.3035
O 10.2870 0.5207 -2.1042 -3.468 -2.323 -0.135 -0.5552
O -6.1382 -0.1865 4.9583 -0.345 1.108 2.998 -0.6249
O -0.1971 10.5384 0.5856 0.598 1.008 0.187 -0.3102
N 4.5188 -6.5168 0.5463 0.889 -3.682 1.818 -0.4574
N -2.8931 -8.1954 2.1990 -1.442 0.639 -0.108 -0.4404
N -3.6024 2.3973 -8.8997 0.914 -0.410 -1.762 -0.4056
C -2.2574 -4.0348 -4.3263 -1.909 1.879 1.948 0.6955
C -5.7625 4.2630 -6.7385 1.798 0.920 0.385 -0.3740
C -7.4487 3.1737 0.6862 -0.504 -0.921 -0.339 -0.3713
C 7.8549 -1.6088 -3.1672 -2.524 -4.223 1.628 -0.3152
C -7.2518 4.7616 2.2519 0.670 1.874 0.352 0.6908
C 8.4068 5.0940 1.7663 -0.810 -0.429 0.922 -0.2642
C -1.2499 0.4061 0.5569 -0.620 -2.188 0.990 -0.2196
C -5.1585 1.4847 6.9428 0.639 -0.192 -0.597 -0.8831
C -4.8898 2.9617 -6.6855 -0.467 0.501 -0.699 -0.4806
C 5.9504 2.2511 -7.5521 -1.579 0.541 -0.844 0.7221
C -6.2638 4.5698 -8.1303 -1.842 -0.820 -0.024 -1.1420
C 5.2217 3.3487 -5.7196 -0.860 -2.158 0.928 -0.3228
C -4.1669 2.7019 -7.9663 -0.755 0.786 2.710 0.2095
C -3.9705 -7.7806 2.0726 1.308 -0.885 0.643 0.2375
C -0.1792 1.7662 -0.8667 -0.523 4.633 -2.603 0.7096
C 4.7851 -7.5568 1.0511 -1.056 4.072 -2.032 0.2449
C 8.0741 4.1843 2.9896 3.570 -0.501 -1.240 -0.3115
C -7.8447 0.8313 6.9504 -0.500 0.263 -0.206 -0.9171
C 9.2787 -0.1869 -2.2279 1.997 2.062 0.525 0.6981
C -8.7736 3.3195 1.4990 0.666 -2.627 -4.701 -0.2670
C -0.4676 -5.3764 -4.6314 1.522 1.228 -1.980 -0.2681
C 4.3673 2.0628 -5.9082 0.355 1.926 0.540 -0.2590
C 1.7384 -2.5081 6.1257 1.935 -1.267 0.353 -0.2489
C -6.5100 -8.8584 3.4975 -0.817 -0.897 -0.692 -1.2370
C 0.0732 -0.2322 0.1237 0.034 -1.330 -0.394 -0.2269
C -0.1921 -3.9456 -5.2970 -0.743 -0.939 0.158 -0.2567
C -5.3360 -7.3147 1.8470 0.030 1.430 -0.472 -0.4782
C 7.5881 -7.9554 2.1130 -0.627 -0.343 -0.264 -1.0794
C -2.1176 10.2760 -0.5979 -1.036 -0.341 -0.483 -0.3493
C 5.2152 -8.8114 1.6464 1.059 0.355 -1.446 -0.5235
C 6.7871 -9.0482 1.3551 -1.276 -0.114 2.789 -0.3530
C 2.3533 -3.1058 7.3944 -0.485 0.356 0.334 -0.2663
C 7.2252 -1.1865 -1.8394 0.285 0.366 -0.239 -0.2332
C -0.3135 11.5553 -0.3425 2.477 1.491 -0.242 0.6665
C 1.9559 -0.8303 7.6666 -1.996 -0.133 3.278 0.6538
C 6.2123 4.4410 1.8848 -1.089 0.876 -0.691 0.6629
C -1.2115 9.5815 0.4116 -1.074 0.613 -1.606 -0.2505
C -6.3637 -7.4155 3.0135 1.175 -1.890 -0.663 -0.3111
H -5.2282 -6.2722 1.5474 0.105 0.430 0.385 0.3115
H 8.6878 3.3060 2.7895 0.861 0.197 1.307 0.2638
H -7.5077 3.6696 -0.2827 -0.249 0.420 0.000 0.2370
H 0.8267 -3.0700 5.9230 -0.888 1.393 0.090 0.2581
H 4.6106 4.2078 -5.9963 0.705 0.332 -0.036 0.2837
H -3.0312 10.6943 -0.1757 -0.352 -0.682 -0.206 0.2821
H 3.3764 -3.4458 7.2339 -0.130 -0.162 0.286 0.2595
H -9.4104 3.3892 0.6171 -1.166 0.462 0.689 0.2563
H 7.9967 -2.6750 -2.9909 -0.599 -0.511 -0.762 0.2473
H 3.3076 2.3019 -5.8191 0.028 -0.350 -0.309 0.3028
H -2.1418 -0.1792 0.3331 0.169 -0.354 -0.163 0.2494
H 5.5800 3.2894 -4.6919 0.152 0.984 -0.178 0.3003
H -6.7605 -9.6492 2.7904 -0.264 0.565 -1.170 0.3526
H 1.6517 -3.8630 7.7444 0.646 -0.302 0.316 0.2613
H -7.0445 2.1952 0.4270 -0.175 -0.198 0.713 0.3357
H -1.8374 9.3756 1.2799 0.912 -0.357 0.323 0.2834
H -0.5383 -6.1203 -5.4249 0.047 -0.088 0.199 0.2649
H -7.3574 -7.0733 2.7243 0.334 0.415 -0.114 0.3246
H 4.5709 -9.5981 1.2537 0.180 -0.142 0.007 0.3462
H 7.3629 -6.9606 1.7284 0.614 -0.022 -0.629 0.3416
H -4.2202 2.9825 -5.8257 0.165 -0.147 -0.251 0.3354
H -8.1695 1.7229 6.4140 0.886 0.511 0.090 0.2954
H 2.3788 -2.7633 5.2814 0.068 0.623 -0.143 0.2621
H 8.9469 5.9963 2.0531 -0.405 0.139 -0.130 0.2732
H -1.3013 0.5667 1.6338 0.284 0.433 0.023 0.2549
H -5.5700 -7.6951 0.8527 -0.831 -0.789 0.305 0.3094
H 6.1633 -0.9456 -1.7912 0.214 0.963 -0.662 0.2909
H 7.2382 -1.9849 -1.0974 0.944 0.079 0.270 0.2156
H -9.0696 2.4075 2.0175 0.231 0.571 1.042 0.3094
H -7.2086 5.0991 -8.0068 -0.137 0.016 -0.309 0.3210
H -5.4295 2.4677 6.5576 -0.533 0.008 0.595 0.3092
H -7.4297 -8.8704 4.0823 0.626 -0.295 1.075 0.3232
H -5.5059 2.0646 -6.6243 -0.311 0.091 0.410 0.2466
H 0.0648 -1.1401 -0.4793 -0.897 -0.145 0.029 0.2253
H 5.0411 -8.7260 2.7190 0.289 -0.210 0.029 0.2676
H 0.7398 -0.5321 0.9324 0.217 0.899 0.177 0.2524
H 7.2057 -9.2987 0.3803 -0.828 0.516 -0.282 0.3382
H -6.5083 4.3257 -5.9460 -0.633 -0.996 -0.427 0.3480
H -2.1895 9.5943 -1.4454 -1.102 0.198 0.039 0.2467
H 0.7241 -3.3685 -5.1724 0.126 -0.551 0.902 0.2640
H 0.4099 -5.5889 -4.0207 -0.826 -0.361 0.921 0.2898
H 8.6410 -8.2364 2.1381 0.025 0.503 -0.173 0.3161
H 7.2538 -7.8171 3.1412 -0.065 -0.647 0.226 0.3090
H 9.0022 4.5524 1.0312 -0.274 0.065 -0.225 0.2335
H 4.6520 1.3434 -5.1404 0.044 -0.549 -0.470 0.1952
H -6.4884 3.5817 -8.5322 -0.442 0.114 -0.541 0.3197
H -4.1874 1.3167 6.4770 -0.044 -0.520 -0.199 0.3213
H -5.7239 5.0955 -8.9179 0.780 0.016 0.718 0.3378
H -7.8198 0.9707 8.0312 0.156 0.303 -0.027 0.3377
H 8.2177 4.7019 3.9380 -0.278 -0.354 0.097 0.2992
H -5.9735 -6.9047 3.8937 -0.170 0.602 -0.317 0.2328
H 7.2112 -1.5482 -4.0448 0.748 1.100 -0.411 0.3144
H -5.2115 5.1304 -6.3751 0.943 -0.078 -0.208 0.2845
H 6.8395 -9.9680 1.9376 0.796 -0.267 -0.052 0.2501
H -8.7326 0.2287 6.7592 0.617 -1.039 -0.081 0.3382
H -4.9612 1.3214 8.0023 -0.379 0.740 0.151 0.3445
H -0.2730 -3.9843 -6.3833 -0.626 -0.066 -0.097 0.2109
H -0.8663 8.7491 -0.2016 0.574 -0.565 1.226 0.2862
H -5.6023 -9.3464 3.8526 -0.044 0.686 1.125 0.3754

=====

Molecular weight for the records above, in order: 167.28, 77.10, 769.21, 124.10, 989.95 g/mol